# 1
DFT (wB97M-V/def2-TZVPD) results for a structure of composition C33H27AsCrN3O7S2.

XYZ file:
```
74
Properties=species:S:1:pos:R:3:lowdin_charge:R:1
Cr -0.228 0.839 -0.218 0.7641
C 2.844 0.851 1.391 -0.0164
C 1.836 1.788 1.982 -0.2583
C 2.205 2.611 3.039 -0.0241
C 1.266 3.417 3.645 -0.0459
C -0.043 3.364 3.209 -0.0033
C -0.360 2.543 2.146 -0.1799
N 0.572 1.793 1.517 0.1019
C -1.746 2.427 1.624 -0.2407
C -2.822 3.102 2.116 -0.0284
C -4.067 2.949 1.435 -0.0686
C -4.162 2.152 0.335 -0.0185
C -3.025 1.447 -0.123 -0.1914
N -1.846 1.600 0.576 0.0056
C -2.947 0.587 -1.243 -0.1935
C -4.063 0.247 -2.036 -0.0328
C -3.911 -0.640 -3.062 -0.0845
C -2.652 -1.203 -3.306 -0.0516
C -1.571 -0.833 -2.524 -0.2859
C -0.221 -1.408 -2.819 -0.0266
N -1.699 0.050 -1.515 0.0655
H 3.678 0.739 2.084 0.0819
H 3.230 1.212 0.439 0.0621
H 2.389 -0.118 1.193 0.0715
H 3.232 2.599 3.378 0.1104
H 1.546 4.071 4.462 0.1080
H -0.813 3.959 3.676 0.1062
H -2.733 3.764 2.964 0.0914
H -4.937 3.495 1.778 0.0964
H -5.100 2.072 -0.197 0.0994
H -5.028 0.683 -1.818 0.0954
H -4.761 -0.913 -3.676 0.0987
H -2.500 -1.913 -4.107 0.0976
H -0.330 -2.304 -3.431 0.0779
H 0.309 -1.646 -1.899 0.0531
H 0.380 -0.677 -3.366 0.0597
O 3.855 0.787 -2.149 -0.2800
As 2.158 1.381 -2.298 0.9249
O 1.696 1.181 -3.849 -0.4474
O 1.474 0.379 -1.107 -0.5323
C 2.613 3.208 -1.805 -0.2074
C 3.967 3.552 -1.803 -0.0846
C 4.355 4.863 -1.583 -0.0847
C 3.404 5.851 -1.366 -0.0822
C 2.061 5.525 -1.357 -0.0604
C 1.667 4.208 -1.575 -0.2489
S -0.082 3.893 -1.476 0.5010
O -0.713 4.602 -2.553 -0.2789
O -0.461 4.286 -0.135 -0.2856
O -0.125 2.404 -1.669 -0.4347
H 3.782 -0.173 -2.213 0.0353
H 4.703 2.783 -1.978 0.0914
H 5.408 5.117 -1.590 0.0985
H 3.713 6.876 -1.200 0.0997
H 1.302 6.275 -1.175 0.1170
C -1.727 -8.021 0.626 -0.0398
C -0.774 -8.764 1.529 -0.7438
O -0.863 -9.947 1.731 -0.0166
S 0.604 -7.914 2.299 1.0133
C 0.383 -6.201 1.905 -0.5858
C 1.032 -5.641 0.808 -0.1004
C 0.874 -4.296 0.518 -0.0220
C 0.069 -3.478 1.319 -0.2442
C -0.575 -4.053 2.420 -0.0272
C -0.413 -5.396 2.715 -0.1080
C -0.086 -2.089 1.008 -0.1021
C -0.239 -0.912 0.743 -0.0440
H -2.736 -8.379 0.826 0.0870
H -1.474 -8.287 -0.402 0.0935
H -1.680 -6.942 0.731 0.0615
H 1.652 -6.267 0.179 0.1040
H 1.372 -3.857 -0.337 0.1165
H -1.203 -3.428 3.041 0.1161
H -0.911 -5.832 3.573 0.1046
```

Values from the calculation:
Kohn-Sham gap (alpha / beta) = 5.0 / 7.9 eV
E_LUMO (alpha / beta) = 2.3 / 2.1 eV
total charge = -1
relative energy (zero: lowest compared OMol25 entry of this formula, charge and spin) = 0.0221 eV
spin multiplicity = 5


# 2
DFT (wB97M-V/def2-TZVPD) results for a structure of composition C33H27AsNO9PdS.

XYZ file:
```
73
Properties=species:S:1:pos:R:3:lowdin_charge:R:1
Pd -17.956 0.349 -7.830 0.5992
O -22.290 -2.798 -11.065 0.1094
C -21.329 -2.385 -10.440 -0.1905
C -20.189 -1.421 -11.002 -0.2406
O -20.094 -0.955 -12.138 0.0930
C -19.337 -1.195 -9.840 -0.2622
C -19.897 -1.740 -8.621 -0.2727
O -19.471 -1.432 -7.461 -0.0128
C -21.020 -2.674 -8.914 -0.2392
O -21.577 -3.448 -8.160 0.1214
O -18.219 -0.531 -9.836 -0.0863
C -20.395 2.767 -14.681 -0.0558
C -20.200 3.455 -13.379 -0.2816
C -20.793 4.695 -13.172 -0.0456
C -20.556 5.407 -12.010 -0.0569
C -19.710 4.877 -11.038 -0.2863
C -19.180 3.591 -11.190 -0.0289
C -19.443 2.891 -12.358 -0.0167
S -19.337 5.852 -9.621 0.6226
O -20.342 6.893 -9.559 -0.3118
O -17.916 6.077 -9.575 -0.2994
N -19.616 4.883 -8.368 -0.1597
C -20.916 4.318 -8.038 -0.2097
C -20.744 3.205 -6.984 -0.1110
C -19.680 2.192 -7.256 -0.6496
O -19.792 1.519 -8.356 -0.1099
O -18.694 1.974 -6.469 -0.1235
H -21.104 3.324 -15.317 0.0765
H -20.758 1.731 -14.510 0.0940
H -19.446 2.662 -15.226 0.0850
H -21.430 5.116 -13.941 0.1067
H -21.015 6.375 -11.852 0.1075
H -18.549 3.124 -10.439 0.1179
H -19.022 1.906 -12.468 0.1155
H -18.811 4.702 -7.749 0.1408
H -21.378 3.906 -8.954 0.1240
H -21.579 5.134 -7.660 0.1210
H -21.725 2.697 -6.946 0.1275
H -20.592 3.627 -5.970 0.1224
C -13.436 -2.366 -3.951 -0.0950
C -12.800 -1.859 -5.092 -0.0906
C -13.539 -1.331 -6.152 -0.1000
C -14.949 -1.400 -6.127 -0.3365
C -15.581 -1.879 -4.964 -0.1191
C -14.828 -2.360 -3.899 -0.0950
As -16.064 -0.956 -7.666 1.2684
C -16.662 -2.721 -8.294 -0.3395
C -17.361 -3.550 -7.415 -0.1162
C -17.872 -4.760 -7.863 -0.0881
C -17.629 -5.196 -9.161 -0.0897
C -16.908 -4.376 -10.038 -0.0823
C -16.469 -3.116 -9.628 -0.1059
C -14.766 -0.508 -9.023 -0.3882
C -13.733 -1.385 -9.338 -0.1491
C -12.828 -1.074 -10.346 -0.0928
C -12.907 0.153 -10.996 -0.0879
C -13.931 1.052 -10.652 -0.0867
C -14.851 0.731 -9.678 -0.1045
H -12.827 -2.734 -3.151 0.0891
H -11.722 -1.906 -5.152 0.0943
H -13.029 -0.868 -6.991 0.0877
H -16.674 -1.849 -4.880 0.1021
H -15.347 -2.745 -3.025 0.0997
H -17.565 -3.231 -6.396 0.0918
H -18.476 -5.377 -7.210 0.1036
H -18.022 -6.149 -9.525 0.1008
H -16.714 -4.686 -11.040 0.0896
H -16.035 -2.432 -10.354 0.1038
H -13.662 -2.347 -8.822 0.1120
H -12.059 -1.793 -10.635 0.1017
H -12.228 0.377 -11.808 0.0943
H -14.011 2.018 -11.158 0.1054
H -15.668 1.421 -9.432 0.0890
```

Values from the calculation:
Kohn-Sham gap (alpha / beta) = 6.7 / 5.4 eV
E_LUMO (alpha / beta) = 2.1 / 0.4 eV
total charge = -1
relative energy (zero: lowest compared OMol25 entry of this formula, charge and spin) = 0.0000 eV
spin multiplicity = 3


# 3
DFT (wB97M-V/def2-TZVPD) results for a structure of composition C33H27BaGeN4S.

XYZ file:
```
67
Properties=species:S:1:pos:R:3:lowdin_charge:R:1
Ba -1.130 -0.670 0.279 1.7165
N -1.427 -4.091 3.587 0.1992
C -2.319 -4.720 2.754 -0.1677
C -3.032 -5.908 2.855 0.0094
C -3.859 -6.224 1.798 -0.0528
C -3.976 -5.395 0.674 -0.0605
C -3.270 -4.217 0.566 -0.0202
C -2.430 -3.876 1.624 -0.2440
N -1.620 -2.783 1.803 -0.0655
C -1.038 -2.941 2.980 -0.2850
C -0.098 -2.004 3.549 -0.3349
C 0.506 -2.089 4.780 -0.3050
S 1.551 -0.763 5.038 1.1277
C 1.122 -0.174 3.484 -0.4339
N 0.272 -0.900 2.831 -0.0873
H -1.130 -4.435 4.485 0.1762
H -2.948 -6.552 3.715 0.1217
H -4.435 -7.134 1.829 0.1169
H -4.639 -5.697 -0.120 0.1142
H -3.358 -3.573 -0.303 0.1034
H 0.389 -2.844 5.531 0.0833
H 1.539 0.738 3.095 0.0650
C 2.186 1.626 -4.819 -0.0532
C 2.597 0.889 -3.717 -0.0722
C 1.878 0.952 -2.538 -0.1639
C 0.749 1.762 -2.453 -0.3387
C 0.335 2.493 -3.561 -0.0920
C 1.059 2.428 -4.739 -0.0552
Ge -0.150 2.030 -0.713 0.8865
C -1.627 3.330 -0.880 -0.3473
C -1.515 4.564 -0.246 -0.0967
C -2.458 5.547 -0.486 -0.0554
C -3.516 5.300 -1.346 -0.0521
C -3.638 4.067 -1.970 -0.0671
C -2.700 3.079 -1.731 -0.1450
C 1.174 2.691 0.599 -0.3441
C 0.791 2.954 1.913 -0.1733
C 1.671 3.575 2.782 -0.0817
C 2.942 3.923 2.349 -0.0545
C 3.330 3.655 1.046 -0.0528
C 2.451 3.039 0.172 -0.0899
H 2.746 1.575 -5.739 0.1147
H 3.481 0.273 -3.775 0.1108
H 2.208 0.393 -1.663 0.0946
H -0.536 3.134 -3.494 0.0992
H 0.746 3.013 -5.590 0.1155
H -0.679 4.761 0.415 0.0976
H -2.360 6.506 -0.003 0.1152
H -4.252 6.067 -1.526 0.1154
H -4.460 3.876 -2.643 0.1129
H -2.790 2.111 -2.223 0.0977
H -0.215 2.696 2.245 0.1052
H 1.364 3.798 3.792 0.1138
H 3.628 4.406 3.026 0.1151
H 4.313 3.934 0.703 0.1156
H 2.746 2.858 -0.854 0.0982
C 3.092 -3.400 -2.210 -0.0241
C 2.975 -3.246 -0.837 -0.0298
C 1.878 -2.564 -0.338 -0.1612
N 0.929 -2.047 -1.115 -0.1152
C 1.044 -2.201 -2.432 -0.1616
C 2.105 -2.866 -3.025 -0.0301
H 3.933 -3.923 -2.634 0.1225
H 3.717 -3.649 -0.165 0.1172
H 1.748 -2.420 0.730 0.0951
H 0.256 -1.768 -3.040 0.1169
H 2.154 -2.964 -4.098 0.1204
```

Values from the calculation:
Kohn-Sham gap (alpha / beta) = 7.4 / 6.7 eV
E_LUMO (alpha / beta) = -5.4 / -6.9 eV
total charge = +2
relative energy (zero: lowest compared OMol25 entry of this formula, charge and spin) = 0.1642 eV
spin multiplicity = 2


# 4
DFT (wB97M-V/def2-TZVPD) results for a structure of composition C33H27BrCl2N8O2SZr.

XYZ file:
```
75
Properties=species:S:1:pos:R:3:lowdin_charge:R:1
Zr 0.255 0.018 -0.024 1.4877
N -3.859 -0.805 1.966 0.0904
C -2.620 -0.503 1.540 -0.8475
S -1.875 -1.589 0.433 0.6171
N -2.114 0.607 2.044 -0.0045
N -0.849 0.903 1.701 -0.1803
C -0.395 2.035 2.117 -0.0515
C 1.000 2.359 1.906 -0.2444
C 1.543 3.572 2.322 0.0073
C 2.895 3.794 2.138 -0.0345
C 3.672 2.791 1.574 -0.0239
C 3.053 1.616 1.186 -0.0945
N 1.750 1.407 1.326 0.0291
H -4.352 -1.560 1.527 0.0855
H -4.367 -0.130 2.512 0.1066
H -1.043 2.713 2.662 0.1376
H 0.906 4.317 2.778 0.1218
H 3.343 4.733 2.434 0.1158
H 4.735 2.918 1.431 0.1138
H 3.621 0.803 0.746 0.1250
Cl -0.563 -0.803 -2.692 0.6499
C -0.480 -2.562 -2.464 -0.8889
Cl 0.634 -2.853 -1.121 0.6347
H -0.110 -3.035 -3.366 0.0420
H -1.465 -2.912 -2.178 0.0217
C 3.620 -2.315 -7.611 -0.0502
C 4.294 -2.235 -6.266 -0.2255
C 5.364 -3.080 -5.988 -0.0494
C 5.994 -3.059 -4.756 -0.0785
C 5.558 -2.181 -3.780 -0.0241
C 4.495 -1.328 -4.039 -0.2116
N 4.049 -0.478 -2.977 0.1035
C 3.966 0.889 -3.087 -0.1947
C 4.892 1.566 -3.898 -0.0176
C 4.881 2.939 -3.992 -0.0615
C 3.944 3.704 -3.295 -0.0768
C 3.014 3.065 -2.512 -0.0084
C 3.005 1.667 -2.391 -0.0687
C 1.943 1.092 -1.571 -0.5769
O 1.910 -0.165 -1.263 -0.2832
O 1.006 1.803 -1.111 -0.1008
C 3.844 -1.345 -5.283 -0.1565
C 2.680 -0.425 -5.549 -0.0120
H 4.102 -3.063 -8.237 0.0748
H 3.650 -1.361 -8.138 0.0877
H 2.571 -2.598 -7.500 0.0821
H 5.704 -3.771 -6.750 0.1089
H 6.829 -3.719 -4.560 0.1037
H 6.040 -2.143 -2.811 0.1132
H 3.370 -0.891 -2.357 0.1136
H 5.621 0.981 -4.444 0.1220
H 5.618 3.432 -4.614 0.1096
H 3.946 4.782 -3.377 0.1047
H 2.254 3.621 -1.979 0.1247
H 3.034 0.576 -5.809 0.0942
H 2.046 -0.329 -4.669 0.0676
H 2.063 -0.784 -6.369 0.0700
Br 3.666 -4.067 4.470 0.7052
C 2.718 -2.953 3.247 -0.6941
C 3.292 -2.638 2.031 -0.1383
C 2.581 -1.838 1.144 -0.1905
C 1.299 -1.332 1.418 -0.3595
C 0.778 -1.686 2.671 -0.1381
C 1.462 -2.482 3.581 -0.1300
H 4.274 -3.011 1.774 0.0981
H 3.062 -1.620 0.195 0.0714
H -0.208 -1.343 2.963 0.0735
H 1.019 -2.736 4.535 0.0996
N -1.513 1.115 -0.797 -0.0436
C -2.178 1.958 -1.247 -0.1423
C -2.966 2.941 -1.783 -0.2713
C -4.348 2.690 -1.956 -0.2429
N -5.470 2.460 -2.090 0.1243
C -2.379 4.172 -2.159 -0.2438
N -1.882 5.171 -2.452 0.1226
```

Values from the calculation:
Kohn-Sham gap = 6.7 eV
E_LUMO = -1.2 eV
relative energy (zero: lowest compared OMol25 entry of this formula, charge and spin) = 0.5308 eV
spin multiplicity = 1